Record 1
A structure of composition C35H49NO3OsP2. Source: the OMol25 dataset; level of theory: the ωB97M-V functional and the def2-TZVPD basis.

Geometry (Å):
Os 0.1389 -0.6105 -0.5013
C -2.8453 -4.4809 0.3221
C -1.6420 -3.5413 0.4172
C -1.2242 -3.3173 1.8690
P -1.8426 -1.9496 -0.4667
C -2.5918 -2.2747 -2.0979
C -2.7986 -0.9716 -2.8646
C -1.7062 -3.2564 -2.8701
C -2.9081 -0.8055 0.4497
C -4.0486 -1.1319 1.1673
C -4.7510 -0.1681 1.8914
C -5.9596 -0.5385 2.6954
C -4.2822 1.1485 1.8760
C -3.1739 1.5112 1.1367
C -2.4879 0.5375 0.4086
N -1.3725 0.8490 -0.3858
C -1.3852 1.9094 -1.2417
C -2.5707 2.5752 -1.6248
C -2.5178 3.5944 -2.5450
C -1.3087 4.0010 -3.1221
C -1.2578 5.1047 -4.1286
C -0.1351 3.3299 -2.7484
C -0.1510 2.2983 -1.8348
P 1.3006 1.3929 -1.2304
C 2.1155 2.5214 -0.0231
C 1.3249 2.5619 1.2842
C 2.2922 3.9566 -0.5338
C 2.4488 0.9496 -2.5972
C 3.2607 2.0638 -3.2575
C 1.6977 0.1326 -3.6478
H -2.5407 -5.4773 0.6429
H -3.2457 -4.5737 -0.6862
H -3.6497 -4.1667 0.9854
H -0.7966 -3.9899 -0.1198
H -2.0319 -2.8686 2.4488
H -0.3490 -2.6790 1.9529
H -0.9835 -4.2782 2.3234
H -3.5663 -2.7315 -1.8980
H -1.8515 -0.4465 -3.0216
H -3.4864 -0.2978 -2.3522
H -3.2154 -1.1921 -3.8468
H -0.6679 -2.9159 -2.9000
H -2.0602 -3.3386 -3.8970
H -1.7210 -4.2544 -2.4333
H -4.4100 -2.1514 1.1750
H -6.3828 -1.4850 2.3650
H -6.7286 0.2294 2.6239
H -5.6972 -0.6384 3.7504
H -4.7993 1.8999 2.4580
H -2.8174 2.5327 1.1408
H -3.5231 2.2504 -1.2310
H -3.4341 4.0839 -2.8472
H -2.1727 5.6927 -4.1275
H -1.1242 4.6923 -5.1318
H -0.4155 5.7693 -3.9372
H 0.7999 3.6552 -3.1828
H 3.1043 2.0726 0.1309
H 0.3596 3.0448 1.1186
H 1.8681 3.1728 2.0048
H 1.1550 1.5780 1.7200
H 1.3254 4.4451 -0.6478
H 2.8320 4.0351 -1.4729
H 2.8551 4.5174 0.2125
H 3.1536 0.2864 -2.0756
H 2.6350 2.7047 -3.8774
H 4.0037 1.6138 -3.9166
H 3.8001 2.6772 -2.5410
H 0.9503 0.7417 -4.1599
H 1.2013 -0.7449 -3.2267
H 2.4030 -0.2241 -4.3985
C 4.1997 -5.7980 -2.3895
O 4.6446 -5.3782 -1.1009
C 4.0085 -4.3872 -0.4867
C 4.5320 -4.0244 0.7719
C 3.9341 -3.0334 1.4909
C 2.8008 -2.3314 1.0084
C 2.1439 -1.3710 1.8622
C 2.6452 -1.1502 3.2601
O 1.1452 -0.6922 1.5200
C 2.3069 -2.7114 -0.2672
O 1.2161 -2.1582 -0.8036
C 2.8953 -3.7324 -1.0042
H 4.8881 -6.5773 -2.6982
H 4.2407 -4.9710 -3.0998
H 3.1880 -6.2028 -2.3321
H 5.4000 -4.5493 1.1419
H 4.3430 -2.7803 2.4578
H 2.4716 -2.0400 3.8679
H 2.1092 -0.3181 3.7048
H 3.7163 -0.9525 3.2706
H 2.4746 -3.9849 -1.9650

Values from the calculation:
**E_HOMO (alpha / beta)**: -13.252 / -13.531 eV
**<S²>**: 6.0464
**Gap between HOMO and LUMO (alpha / beta)**: 8.4 / 5.5 eV
**Lowest unoccupied orbital energy (alpha / beta)**: -4.890 / -8.031 eV
**Net charge**: +2
**Multiplicity**: 5
**ΔE to the lowest compared entry with this formula, charge and spin**: 0.0 kcal/mol

Record 2
A cluster of 2 separate species, C2H6N3OS in total in a non-equilibrium geometry. Source: the OMol25 dataset; level of theory: the ωB97M-V functional and the def2-TZVPD basis.

Geometry (Å):
C -2.7986 -0.6980 0.1902
C -0.6787 0.5676 -0.2055
N -3.0384 0.5274 0.1468
N 0.3845 1.1873 -0.4232
N 2.4409 -0.4814 0.1453
O -2.0386 1.3086 0.0367
S -1.0436 -1.0742 0.0057
H -3.3737 -1.5824 0.2332
H 1.7455 0.1905 -0.3457
H 0.6018 2.1495 -0.5209
H 2.2060 -0.6118 1.1818
H 3.3893 -0.1611 -0.1425
H 2.2036 -1.3220 -0.3017

Values from the calculation:
**E_HOMO**: -13.376 eV
**Gap between HOMO and LUMO**: 9.5 eV
**Lowest unoccupied orbital energy**: -3.847 eV
**Net charge**: +1
**Multiplicity**: 1
**ΔE to the lowest compared entry with this formula, charge and spin**: 73.0 kcal/mol

Record 3
A structure of composition C22H23N5O6STi. Source: the OMol25 dataset; level of theory: the ωB97M-V functional and the def2-TZVPD basis.

Geometry (Å):
Ti -0.6449 0.0320 -0.3649
O 0.3822 0.9370 -4.2505
C 0.6036 0.3830 -3.1994
O -0.1747 0.4959 -2.1469
C 1.8611 -0.4314 -2.9436
C 2.7014 0.2791 -1.8584
C 4.1345 -0.2578 -1.8760
C 3.9376 -1.6526 -1.2290
C 2.4305 -1.6488 -0.9608
O 2.1684 -0.2738 -0.6479
C 1.6571 -1.8276 -2.2741
C 0.1995 -2.1822 -2.0502
O -0.4374 -2.8253 -2.8471
O -0.3205 -1.7454 -0.9085
H 2.3957 -0.5079 -3.8880
H 2.6043 1.3632 -1.8419
H 4.7855 0.3728 -1.2720
H 4.5385 -0.3014 -2.8866
H 4.4868 -1.7348 -0.2923
H 4.2374 -2.4764 -1.8759
H 2.0875 -2.2746 -0.1416
H 2.0747 -2.6133 -2.9028
C -0.8779 3.3455 -1.8160
C 0.3396 3.1556 -0.9627
C 1.3649 4.1307 -1.0791
C 2.4751 4.0602 -0.3012
C 2.5631 3.0488 0.6781
C 3.6567 2.9563 1.5718
C 3.6629 1.9938 2.5370
C 2.5817 1.0991 2.6536
C 1.5169 1.1495 1.7905
S 0.1304 0.1041 1.9324
C 1.5015 2.1293 0.7598
N 0.4382 2.1423 -0.1137
H -0.8366 4.3212 -2.2958
H -1.7721 3.2911 -1.1991
H -0.9528 2.5828 -2.5885
H 1.2440 4.9183 -1.8089
H 3.2761 4.7831 -0.4012
H 4.4675 3.6683 1.4814
H 4.4913 1.9194 3.2297
H 2.5857 0.3525 3.4374
N -2.7567 -4.0585 4.2503
C -2.2316 -3.1485 3.4021
N -0.9857 -2.7174 3.6258
N -3.0112 -2.7604 2.4070
C -2.5067 -1.8635 1.5997
N -2.0672 -1.0700 0.8857
H -2.1620 -4.5940 4.8557
H -3.6433 -4.4527 3.9895
H -0.4981 -2.9670 4.4669
H -0.5812 -1.9788 3.0568
C -3.4311 -0.2513 -1.9790
C -2.5794 0.4533 -0.9759
O -2.8673 1.4631 -0.3724
H -4.4359 0.1711 -2.0098
H -3.4544 -1.3169 -1.7506
H -2.9434 -0.1487 -2.9513

Values from the calculation:
**E_HOMO**: -7.585 eV
**Gap between HOMO and LUMO**: 7.5 eV
**Lowest unoccupied orbital energy**: -0.076 eV
**Net charge**: 0
**Multiplicity**: 1
**ΔE to the lowest compared entry with this formula, charge and spin**: 9.7 kcal/mol

Record 4
A structure of composition C11H21F5InN7S in a non-equilibrium geometry. Source: the OMol25 dataset; level of theory: the ωB97M-V functional and the def2-TZVPD basis.

Geometry (Å):
In -0.2387 0.1442 0.7715
C 1.5791 -2.6367 0.4406
C 2.0634 -1.8827 1.7094
N 0.9792 -1.2795 2.4788
C 0.1941 -2.2328 3.2692
C -1.2872 -1.8429 3.2609
N -1.7763 -1.4774 1.9279
C -2.0647 -2.5838 1.0150
C -0.8025 -3.2723 0.4943
N 0.2071 -2.2996 0.0492
H 1.6735 -3.7158 0.5949
H 2.2519 -2.3661 -0.3763
H 2.7204 -1.0656 1.3958
H 2.6506 -2.5715 2.3277
H 1.4015 -0.6178 3.1261
H 0.5288 -2.2646 4.3103
H 0.3336 -3.2321 2.8663
H -1.4038 -0.9556 3.8915
H -1.8740 -2.6579 3.7017
H -2.6604 -0.9914 2.0704
H -2.6095 -2.1608 0.1649
H -2.6990 -3.3453 1.4841
H -1.0974 -3.9345 -0.3251
H -0.3853 -3.9049 1.2750
H 0.1646 -2.2774 -0.9645
C 3.3340 4.2328 -1.3259
C 1.9288 3.8773 -1.5694
N 0.9029 4.6750 -1.4909
N -0.1665 3.9935 -1.8568
C 0.1567 2.7227 -2.1544
S -0.7895 1.4923 -2.9713
N 1.4931 2.6262 -1.9699
N 2.2391 1.4840 -1.9842
H 3.4247 5.3163 -1.3473
H 3.9894 3.8115 -2.0887
H 3.6747 3.8887 -0.3490
H -1.0727 4.4535 -1.8828
H 1.9827 0.8352 -2.7223
H 3.2349 1.6924 -1.9994
F -2.2875 0.0883 -1.3643
C -2.2660 1.3427 -1.8562
F -2.1411 2.1599 -0.7971
C -3.5962 1.6183 -2.6360
F -3.4444 1.2655 -3.9042
F -4.5842 0.9323 -2.1041
F -3.8621 2.9162 -2.5858

Values from the calculation:
**E_HOMO**: -14.229 eV
**Gap between HOMO and LUMO**: 7.9 eV
**Lowest unoccupied orbital energy**: -6.294 eV
**Net charge**: +2
**Multiplicity**: 1

Going through the records in order, we get total energy values of -2416.45903; -717.16516; -2825.21528; -1902.13716 Ha.